Molecular formula: C21H31F5P2RuS
Method: DFT, wB97M-V/def2-TZVPD

CARTESIAN COORDINATES (ANGSTROEM)
Ru (-0.8290, 0.0325, -1.5450)
S (-1.2652, 1.3160, 0.7439)
P (0.2372, -1.9596, -1.9525)
P (0.1645, 2.0332, -1.6074)
F (1.5553, 1.9214, 1.6510)
F (1.1903, 0.1986, 6.0595)
F (2.6305, 1.4479, 4.1034)
F (-1.4243, -0.4463, 5.5766)
F (-2.5590, 0.0685, 3.1552)
C (1.4269, -0.5945, -6.8954)
C (-0.8656, -3.2775, -2.4344)
C (-0.7926, -1.3061, -5.9664)
C (-0.9508, 1.5921, -5.7688)
C (0.8121, 1.2618, 2.5754)
C (0.5527, -1.3772, -5.9748)
C (0.7360, 1.0094, -3.0547)
C (0.1091, -0.3750, -3.2424)
C (0.0870, -1.4254, -0.2207)
C (2.0153, -2.4083, -2.0974)
C (1.3942, 0.9865, 3.8132)
C (0.6701, 0.3353, 4.8137)
C (1.4068, 3.2473, -1.1904)
C (-0.5249, 0.9254, 2.2673)
C (0.3677, 1.6330, -6.0457)
C (-1.2402, 0.3138, 3.3290)
C (-0.6625, 0.0253, 4.5609)
C (-1.9223, 0.9053, -6.6597)
C (-1.4628, 2.5778, -2.2263)
C (1.0421, 0.9035, -7.1669)
C (-1.5689, -0.5675, -7.0185)
H (2.3048, -2.8659, -3.0631)
H (0.3838, 0.9476, -8.0523)
H (-0.6629, -3.6695, -3.4464)
H (-1.4862, 2.7209, -3.3160)
H (-0.8782, -0.3476, -3.7466)
H (2.6791, -1.5350, -1.9621)
H (2.4424, -0.6072, -6.4773)
H (1.8287, 0.8851, -3.0123)
H (-2.0058, 1.4457, -7.6139)
H (1.9895, 1.4332, -7.3972)
H (-0.8273, -4.1241, -1.7323)
H (-1.3980, -1.8853, -5.2623)
H (-2.9064, 0.9284, -6.1785)
H (0.4535, 1.6600, -3.8879)
H (-2.5132, -1.1047, -7.2329)
H (-0.8903, -1.3905, 0.3059)
H (1.2862, 4.1150, -1.8780)
H (-1.3895, 2.2630, -5.0368)
H (-2.1896, 1.7724, -1.9186)
H (1.2221, 3.5160, -0.1313)
H (2.4057, 2.7778, -1.3049)
H (1.4975, -1.0737, -7.8855)
H (-0.9461, -0.5565, -7.9286)
H (-1.9021, -2.9128, -2.4403)
H (-1.6685, 3.5130, -1.6907)
H (1.0413, 2.3493, -5.5561)
H (2.2885, -3.1320, -1.3069)
H (1.0849, -2.1774, -5.4430)
H (0.8417, -0.7567, 0.1968)
H (0.8582, -0.9469, -3.8113)
H (0.4298, -2.4659, -0.0039)

## Properties
2S+1: 5
Kohn-Sham gap (alpha / beta), eV: 7.2173 / 5.9693
Energy relative to the best compared isomer or geometry (same formula, charge and spin), kcal/mol: 2.3
Maximum force, eV/Å: 3.7
Lowest unoccupied orbital energy (alpha / beta), eV: -6.19 / -8.29
HOMO level (alpha / beta), eV: -13.4 / -14.3
Expectation value of S²: 6.019
Charge: +2

Results of the Mulliken charge analysis, in e, for atoms 1 through 2: -0.6066, -0.1979